[1]
Below is 3 unconnected molecules or ions with the total composition C24H49BrNO8, with properties calculated with ωB97M-V/def2-TZVPD.

Output
- F_max: 0.0621 Eh/bohr
- HOMO energy: -0.433 hartree
- LUMO energy: -4.69 eV
- Frontier orbital gap: 7.1 eV
- DFT total energy: -4174.21906 Ha

```
! RIJCOSX wB97M-V def2-TZVPD def2/J DEFGRID3
* xyz 1 1
C -0.36 1.51 -0.07
O 0.96 1.12 -0.48
C 1.04 1.06 -1.91
C 1.33 -0.42 -2.34
C 0.04 -1.32 -2.37
C 0.22 -2.68 -1.59
C 0.03 -2.39 -0.05
C -0.79 -3.49 0.71
C -2.33 -3.14 0.78
C -2.95 -3.48 -0.61
C -4.49 -3.25 -0.73
C -4.80 -3.08 -2.29
C -4.50 -1.56 -2.63
C -5.64 -0.71 -1.95
C -5.20 0.79 -1.98
C -3.85 1.12 -1.23
C -3.78 2.61 -0.73
C -4.35 2.80 0.71
O -3.43 2.30 1.69
N -6.09 -1.27 -0.64
Br -6.88 -0.07 0.56
C -5.03 -2.05 0.10
H -0.74 2.37 -0.66
H -1.07 0.66 -0.13
H -0.27 1.84 0.99
H 1.88 1.72 -2.25
H 0.12 1.47 -2.39
H 2.06 -0.81 -1.60
H 1.80 -0.37 -3.35
H -0.24 -1.50 -3.43
H -0.78 -0.71 -1.92
H 1.24 -3.04 -1.82
H -0.49 -3.43 -1.99
H -0.40 -1.38 0.11
H 1.06 -2.41 0.38
H -0.72 -4.42 0.10
H -0.37 -3.68 1.72
H -2.80 -3.67 1.63
H -2.38 -2.04 0.97
H -2.78 -4.58 -0.76
H -2.46 -2.95 -1.44
H -5.04 -4.16 -0.40
H -5.85 -3.36 -2.53
H -4.09 -3.76 -2.80
H -4.55 -1.45 -3.73
H -3.49 -1.31 -2.26
H -6.50 -0.79 -2.65
H -5.98 1.51 -1.67
H -5.01 1.02 -3.05
H -3.04 1.04 -1.99
H -3.58 0.42 -0.42
H -2.74 2.99 -0.72
H -4.37 3.26 -1.41
H -4.64 3.85 0.92
H -5.28 2.20 0.79
H -3.49 1.35 1.61
H -6.81 -1.97 -0.86
H -4.27 -1.39 0.54
H -5.58 -2.48 0.97
C 4.64 3.20 4.88
O 3.96 3.75 3.75
C 3.81 2.89 2.74
O 4.18 1.74 2.72
O 3.17 3.52 1.75
C 2.94 2.70 0.60
H 4.70 3.99 5.63
H 4.08 2.36 5.30
H 5.65 2.89 4.61
H 2.33 1.86 0.84
H 3.89 2.37 0.16
H 2.42 3.31 -0.14
C 6.73 0.09 1.66
O 7.91 0.38 0.91
C 8.90 0.91 1.64
O 8.86 1.15 2.81
O 9.93 1.13 0.83
C 11.07 1.71 1.48
H 6.00 -0.34 0.97
H 6.94 -0.64 2.44
H 6.31 1.00 2.08
H 11.44 1.04 2.25
H 10.82 2.68 1.90
H 11.84 1.84 0.72
*
```

Atomic partial charges in e from the Mulliken method, atoms 1 to 5: -0.513, -0.227, -0.652, -0.977, 0.637


[2]
Below is 3 unconnected molecules or ions with the total composition C24H49N6O2, with properties calculated with ωB97M-V/def2-TZVPD.

Output
- F_max: 0.1177 Eh/bohr
- HOMO energy (alpha / beta): -0.401 / -0.423 hartree
- LUMO energy (alpha / beta): -3.29 / -3.29 eV
- Relative energy (zero: lowest compared OMol25 entry of this formula, charge and spin): 68.0 kcal per mole
- Frontier orbital gap (alpha / beta): 7.6 / 8.2 eV
- <S²>: 2.009
- DFT total energy: -1422.41209 Ha

```
! RIJCOSX wB97M-V def2-TZVPD def2/J DEFGRID3
* xyz 1 3
C 5.98 -4.62 -0.31
N 5.06 -4.47 -1.48
C 4.39 -3.15 -1.52
N 2.94 -3.18 -1.14
C 2.32 -1.88 -1.01
C 0.86 -2.20 -0.58
N 0.81 -3.65 -0.52
C -0.50 -4.28 -0.11
N -0.99 -5.22 -1.15
C 2.05 -4.27 -0.88
H 6.95 -5.09 -0.69
H 5.52 -5.30 0.50
H 6.26 -3.64 0.21
H 5.67 -4.61 -2.31
H 4.89 -2.36 -0.84
H 4.48 -2.72 -2.59
H 2.78 -0.85 -1.15
H 0.02 -1.47 -0.35
H -0.42 -4.74 0.95
H -1.24 -3.40 0.02
H -0.81 -4.75 -2.04
H -0.48 -6.11 -1.06
H 2.30 -5.37 -0.93
C -5.75 1.87 -0.90
C -4.48 1.21 -0.30
C -3.21 1.88 -0.89
C -2.93 1.48 -2.33
C -2.90 -0.03 -2.48
C -4.16 -0.72 -1.92
N -4.51 -0.26 -0.54
O -3.63 -0.84 0.32
C -5.36 -0.47 -2.87
C -3.95 -2.25 -2.00
C -4.55 1.57 1.21
H -6.10 2.71 -0.29
H -5.59 2.28 -1.90
H -6.58 1.17 -0.94
H -2.34 1.62 -0.28
H -3.30 2.97 -0.84
H -3.67 1.92 -3.01
H -1.96 1.89 -2.64
H -2.78 -0.29 -3.54
H -2.01 -0.42 -1.97
H -6.29 -0.87 -2.45
H -5.20 -0.96 -3.84
H -5.52 0.58 -3.11
H -3.06 -2.58 -1.46
H -3.83 -2.58 -3.04
H -4.81 -2.79 -1.59
H -5.43 1.13 1.68
H -4.62 2.66 1.35
H -3.67 1.25 1.77
C 2.17 0.46 2.39
C 1.24 1.65 2.03
C 1.33 1.95 0.52
C 2.63 2.66 0.12
C 2.86 3.90 0.98
C 2.80 3.60 2.50
N 1.58 2.83 2.88
O 0.52 3.68 2.85
C 4.07 2.83 2.93
C 2.91 4.95 3.26
C -0.18 1.10 2.32
H 1.66 -0.50 2.32
H 3.03 0.38 1.72
H 2.54 0.53 3.42
H 0.49 2.59 0.22
H 1.23 1.03 -0.06
H 3.48 1.97 0.20
H 2.57 2.95 -0.93
H 3.84 4.33 0.72
H 2.12 4.65 0.72
H 4.01 2.54 3.98
H 4.96 3.46 2.82
H 4.27 1.94 2.33
H 2.14 5.66 2.97
H 3.87 5.43 3.05
H 2.85 4.79 4.34
H -0.30 0.86 3.38
H -0.36 0.18 1.75
H -0.97 1.79 2.03
*
```

Atomic partial charges in e from the Mulliken method, atoms 1 to 5: -0.714, -0.378, -0.520, 0.235, -0.696


[3]
Below is a molecular structure, C24H50Cl3IrN4O3Si4, with properties calculated with ωB97M-V/def2-TZVPD.

Output
- F_max: 0.0931 Eh/bohr
- HOMO energy (alpha / beta): -0.147 / -0.145 hartree
- LUMO energy (alpha / beta): 1.93 / 1.93 eV
- Relative energy (zero: lowest compared OMol25 entry of this formula, charge and spin): 57.8 kcal per mole
- Frontier orbital gap (alpha / beta): 5.9 / 5.9 eV
- <S²>: 0.769
- DFT total energy: -4032.19310 Ha

```
! RIJCOSX wB97M-V def2-TZVPD def2/J DEFGRID3
* xyz -1 2
Ir -0.84 -0.34 -0.43
N -2.26 -2.04 -1.71
C -1.75 -3.33 -2.17
C -1.25 -4.15 -0.99
C 0.13 -3.72 -0.45
O 0.82 -4.60 0.09
O 0.46 -2.50 -0.60
H -3.05 -2.19 -1.09
H -2.60 -1.47 -2.48
H -0.94 -3.15 -2.87
H -2.53 -3.90 -2.70
H -1.19 -5.21 -1.24
H -1.95 -4.04 -0.15
Cl -8.09 -0.15 2.06
C -6.60 0.02 1.16
C -5.44 -0.56 1.63
C -4.28 -0.42 0.90
Cl -2.84 -1.24 1.44
C -4.17 0.32 -0.31
O -3.11 0.47 -0.98
C -5.43 0.87 -0.73
Cl -5.44 1.73 -2.24
C -6.61 0.73 -0.03
H -5.44 -1.12 2.55
H -7.52 1.17 -0.42
C -0.77 1.89 0.11
H -1.36 2.28 -0.72
H -1.42 1.85 0.99
C 2.47 -0.50 -2.01
N 2.10 0.46 -3.02
C 3.11 1.47 -3.29
C 0.78 0.67 -3.32
N -0.16 0.21 -2.58
N 0.56 1.38 -4.51
C -0.77 1.89 -4.74
C 1.19 0.87 -5.71
H 3.38 -1.02 -2.34
H 1.68 -1.22 -1.85
H 2.67 -0.02 -1.04
H 3.45 1.91 -2.35
H 2.70 2.27 -3.91
H 3.97 1.02 -3.80
H -1.08 0.31 -2.99
H -1.46 1.12 -5.11
H -0.72 2.67 -5.49
H -1.17 2.32 -3.82
H 2.11 0.33 -5.47
H 1.44 1.70 -6.38
H 0.52 0.19 -6.25
C 2.34 2.08 0.92
Si 0.71 2.95 0.43
C 1.14 3.98 -1.12
C 0.49 4.21 1.85
Si 0.64 -0.83 1.44
Si -0.06 -0.12 3.62
C 1.31 0.59 4.76
C -1.42 1.21 3.75
C -0.78 -1.61 4.59
Si 2.69 -1.95 1.77
C 4.05 -0.83 2.52
C 2.49 -3.37 3.03
C 3.58 -2.71 0.26
H 3.13 2.80 1.15
H 2.70 1.44 0.11
H 2.20 1.44 1.79
H 2.14 4.43 -1.05
H 0.43 4.79 -1.27
H 1.12 3.35 -2.01
H 1.23 5.01 1.78
H 0.63 3.72 2.82
H -0.50 4.66 1.85
H 1.76 1.48 4.32
H 2.10 -0.14 4.93
H 0.91 0.87 5.73
H -1.07 2.17 3.38
H -1.75 1.34 4.78
H -2.30 0.94 3.16
H -0.02 -2.38 4.74
H -1.59 -2.07 4.03
H -1.17 -1.31 5.56
H 3.69 -0.26 3.38
H 4.42 -0.10 1.79
H 4.91 -1.42 2.85
H 2.29 -2.99 4.04
H 3.38 -4.00 3.07
H 1.65 -4.00 2.74
H 4.12 -1.95 -0.31
H 2.84 -3.17 -0.39
H 4.29 -3.48 0.57
*
```

Atomic partial charges in e from the Mulliken method, atoms 1 to 5: 3.574, -0.382, -0.894, -0.821, 0.199